{
  "formula": "C6H6N2OS",
  "method": "ωB97M-V/def2-TZVPD",
  "homo_ev": -9.4,
  "spin_multiplicity": 1,
  "homo_lumo_gap_ha": 0.3313,
  "de_lowest_ev": 4.352,
  "species": ["C", "C", "C", "C", "C", "C", "N", "N", "O", "S", "H", "H", "H", "H", "H", "H"],
  "coordinates": [[2.0878, -1.1546, 0.0112], [0.9348, -1.8308, 0.2675], [2.0006, 0.2174, -0.4138], [-0.3233, -1.2978, 0.0572], [0.7536, 0.7382, -0.6640], [-0.3683, 0.0171, -0.4668], [-1.6883, 2.2324, 1.1622], [-2.4597, 1.7910, 0.2747], [-3.1194, -0.4247, -0.3209], [-1.9690, 0.7166, -0.9294], [3.0049, -1.5101, 0.3473], [0.8533, -2.7619, 0.7546], [2.9557, 0.7257, -0.7128], [-1.2618, -1.6518, -0.0273], [0.8062, 1.6486, -1.2172], [-2.2070, 2.5446, 1.8774]],
  "atomic_forces_ev_per_a": [[-0.87, 3.32, 0.15], [-1.80, -0.51, 0.57], [1.49, -2.42, -0.21], [2.36, 4.13, -1.96], [1.95, 1.16, -1.11], [-1.40, -1.21, 0.88], [2.19, -3.56, -5.27], [0.44, 2.07, 3.09], [3.91, 3.20, -2.34], [-2.90, -4.40, 1.31], [1.55, -0.89, 0.08], [0.83, -1.34, 0.20], [-1.25, -0.25, 0.55], [-2.88, -2.49, 0.88], [-0.68, 0.92, 0.03], [-2.94, 2.27, 3.14]]
}

***

{
  "formula": "C6H6N3O",
  "method": "ωB97M-V/def2-TZVPD",
  "homo_ev": [-0.3, -3.5],
  "total_charge": -1,
  "spin_multiplicity": 3,
  "homo_lumo_gap_ha": [0.1566, 0.2603],
  "species": ["C", "C", "C", "C", "C", "C", "N", "N", "N", "O", "H", "H", "H", "H", "H", "H"],
  "coordinates": [[2.2361, -0.4588, 0.3359], [1.4647, 0.6603, 0.6109], [-0.6841, 1.5294, -0.3493], [-1.9268, 0.8613, -0.5073], [0.6070, -1.8728, -0.4983], [-0.6097, -0.4877, 0.6362], [1.7754, -1.4387, -0.3410], [0.1500, 0.6171, 0.2963], [-1.8674, -0.3341, 0.0723], [-2.8338, -1.1598, 0.1858], [3.3181, -0.2194, 0.6737], [1.6817, 1.7174, 0.8175], [-0.3236, 2.3037, -0.8335], [-2.8442, 1.3396, -0.9800], [0.3653, -1.9632, -1.5540], [-0.5087, -1.0944, 1.4349]],
  "atomic_forces_ev_per_a": [[1.99, 4.72, 1.72], [1.32, 1.31, 0.28], [-2.43, -5.58, 1.76], [0.36, 3.75, -1.36], [-2.82, -0.63, -1.06], [-0.08, 0.49, -4.47], [3.54, -1.79, 0.59], [-4.07, -0.06, 0.48], [0.64, 0.09, 1.00], [-0.77, -0.76, 0.19], [-1.20, -1.36, -0.92], [1.25, -0.69, 0.45], [1.61, 3.75, -2.08], [1.32, -1.26, 0.80], [-1.20, -0.36, -0.04], [0.55, -1.63, 2.68]]
}

***

{
  "formula": "C6H6N3O4S",
  "method": "ωB97M-V/def2-TZVPD",
  "homo_ev": [-3.8, -3.8],
  "total_charge": -1,
  "spin_multiplicity": 1,
  "homo_lumo_gap_ha": [0.2549, 0.2547],
  "de_lowest_ev": 0.503,
  "species": ["C", "C", "C", "C", "C", "C", "N", "N", "N", "O", "O", "O", "O", "S", "H", "H", "H", "H", "H", "H"],
  "coordinates": [[0.0425, -0.0478, -0.0167], [-0.9534, 0.4984, -0.8694], [1.3752, 0.3744, -0.2733], [0.7506, 1.7577, -2.2175], [-0.2334, -0.8051, 1.1930], [0.6027, -0.8370, 2.4525], [-0.5264, 1.4434, -1.8755], [1.6362, 1.1397, -1.3833], [-1.3139, -1.7115, 1.1667], [-2.1648, 0.3798, -0.7774], [-1.6651, -2.4144, 2.1194], [2.3757, 0.0506, 0.3347], [-1.9637, -1.9890, -0.0599], [1.1044, 2.8643, -3.3761], [-0.0207, -1.3384, 3.0702], [1.5289, -1.1381, 2.1439], [0.6299, 0.0824, 2.8848], [-1.1182, 1.7230, -2.6347], [2.5832, 1.3532, -1.6504], [-2.6696, -1.3855, -0.2308]],
  "atomic_forces_ev_per_a": [[0.04, 0.90, -0.38], [0.11, 0.81, 0.12], [-0.08, -1.05, 0.14], [-0.80, -1.23, 2.44], [-3.45, -2.45, -1.41], [-2.34, 0.53, -3.16], [1.03, -0.37, -0.68], [-0.15, 2.01, -2.74], [3.11, 2.88, -0.60], [-1.19, 0.13, -0.12], [-0.68, -0.58, 0.85], [1.27, -0.56, 1.37], [1.86, -1.94, 0.57], [0.51, 0.37, -0.86], [-0.94, -2.65, 2.29], [2.49, -1.23, 0.02], [0.54, 3.12, 0.87], [-1.08, -0.06, 0.39], [0.32, -0.28, 0.68], [-0.57, 1.63, 0.21]]
}

***

{
  "formula": "C6H6N3OP",
  "method": "ωB97M-V/def2-TZVPD",
  "homo_ev": -8.7,
  "spin_multiplicity": 1,
  "homo_lumo_gap_ha": 0.3305,
  "de_lowest_ev": 6.141,
  "species": ["C", "C", "C", "C", "C", "C", "N", "N", "N", "O", "P", "H", "H", "H", "H", "H", "H"],
  "coordinates": [[-2.5869, -1.2332, -0.2114], [3.2478, 1.2101, -0.4894], [-1.3513, -0.6365, 0.1928], [-0.6003, 0.6555, 0.4457], [-3.6891, -0.3226, -0.7094], [2.5417, 0.5182, 0.6621], [-3.8624, -0.8265, 0.4200], [2.0414, 1.2826, -0.5745], [-0.1324, -0.8091, 0.3943], [2.6201, -1.6259, -0.8458], [2.4792, -1.3439, 0.5480], [-2.5662, -2.3012, -0.3923], [4.1960, 1.6934, -0.7811], [-0.0845, 1.3207, -0.2882], [-0.7740, 1.0053, 1.5046], [-3.8397, 0.3592, -1.4347], [2.3604, 1.0537, 1.5594]],
  "atomic_forces_ev_per_a": [[-0.53, -0.62, -0.91], [2.23, 0.34, 1.85], [1.28, 2.21, -0.17], [-0.73, -0.85, 1.21], [2.61, -3.50, 3.06], [0.61, -0.68, -1.78], [-1.26, 1.47, 0.12], [-1.64, 0.20, -0.86], [-0.03, -0.08, 0.35], [0.56, -0.80, -3.53], [-0.63, 1.18, 3.50], [0.13, 0.06, -0.54], [-0.76, -0.60, -0.30], [-1.14, -0.74, 0.59], [0.58, 0.04, -1.32], [-1.28, 2.01, -2.16], [0.01, 0.36, 0.88]]
}

***

no.,electronic energy (Ha)
1,-814.9955
2,-471.4880
3,-1095.6596
4,-812.8366